Record 1
{
  "formula": "C4H6N2O",
  "method": "ωB97M-V/def2-TZVPD",
  "symbols": ["C", "C", "C", "C", "N", "O", "N", "H", "H", "H", "H", "H", "H"],
  "xyz": [[0.79302, 1.62048, -0.89209], [-0.16379, 0.50627, -0.71335], [0.28921, -0.89174, -0.66877], [-0.42578, -1.17652, 0.43331], [-0.40682, -1.65016, 1.68696], [-1.76284, -0.39128, 0.34706], [-1.35190, 0.76786, -0.26747], [0.27868, 2.54250, -0.61919], [1.65927, 1.50306, -0.22123], [1.15084, 1.64427, -1.91539], [0.85404, -1.42095, -1.43996], [0.39692, -1.72600, 2.29650], [-1.24894, -1.27570, 2.09667]],
  "nbo_charge": [-0.65, 0.18, -0.49, 0.54, -0.80, -0.41, -0.15, 0.24, 0.22, 0.22, 0.26, 0.41, 0.42],
  "de_lowest_kcal_mol": 105.5,
  "total_energy_ha": -340.6267,
  "lumo_energy_ev": 0.753,
  "max_force_ha_per_bohr": 0.0516,
  "smiles": "Cc1cc(N)on1",
  "homo_lumo_gap_ev": 8.9
}

=====

Record 2
{
  "formula": "C14H6F11N3O8S3Zr",
  "method": "ωB97M-V/def2-TZVPD",
  "symbols": ["Zr", "O", "C", "O", "C", "C", "N", "N", "C", "C", "O", "O", "H", "H", "H", "F", "C", "F", "F", "S", "O", "O", "N", "S", "O", "O", "C", "F", "F", "F", "F", "C", "C", "F", "C", "F", "C", "S", "C", "F", "C", "F", "C", "H", "H", "H"],
  "xyz": [[0.13710, 0.35937, -0.15406], [4.18553, 0.19236, 4.20555], [2.98590, 0.03350, 4.75550], [2.81036, 0.04051, 5.94434], [1.82384, -0.10719, 3.83479], [0.54399, -0.32153, 4.29730], [-0.25208, -0.43264, 3.22170], [0.43085, -0.30141, 2.08348], [1.69072, -0.10257, 2.44226], [2.67579, 0.19717, 1.36608], [3.86660, 0.17165, 1.57004], [2.10907, 0.47874, 0.20875], [4.12686, 0.20544, 3.22508], [0.17753, -0.40351, 5.30654], [-1.25502, -0.52146, 3.19690], [-0.65986, 0.49316, -5.22057], [-0.68310, 1.65706, -4.59869], [0.50538, 2.23364, -4.65857], [-1.60913, 2.43984, -5.11683], [-1.06809, 1.44248, -2.81067], [0.04707, 0.56352, -2.28196], [-1.12793, 2.73436, -2.20615], [-2.44092, 0.67144, -2.85796], [-3.02801, 0.19536, -1.47105], [-1.98777, 0.42282, -0.40466], [-4.35247, 0.59051, -1.17592], [-3.06918, -1.64843, -1.62048], [-2.02876, -2.10656, -2.28592], [-3.08105, -2.17962, -0.40801], [-4.19083, -1.93905, -2.25837], [0.36582, 7.36621, -1.12860], [0.14404, 6.21827, -0.49131], [0.76604, 5.05499, -0.90458], [1.58592, 5.05687, -1.95476], [0.50290, 3.89459, -0.21299], [1.12088, 2.75457, -0.62648], [-0.36772, 3.79897, 0.85098], [-0.64702, 2.25490, 1.65733], [-0.96830, 4.98459, 1.24242], [-1.81645, 5.00287, 2.27289], [-0.71798, 6.17947, 0.58831], [-1.31009, 7.30335, 0.99032], [0.45370, -1.85662, -0.28577], [0.47949, -2.15740, -1.33982], [-0.29171, -2.47636, 0.22101], [1.42560, -2.09687, 0.14525]],
  "nbo_charge": [2.18, -0.66, 0.78, -0.57, -0.24, 0.05, -0.29, -0.32, 0.07, 0.80, -0.58, -0.81, 0.50, 0.26, 0.43, -0.28, 0.78, -0.28, -0.28, 2.20, -0.98, -0.86, -1.17, 2.24, -1.01, -0.83, 0.75, -0.29, -0.29, -0.29, -0.28, 0.26, 0.32, -0.29, 0.30, -0.31, -0.25, -0.30, 0.33, -0.29, 0.28, -0.28, -1.20, 0.23, 0.23, 0.24],
  "de_lowest_kcal_mol": 15.8,
  "total_energy_ha": -3643.5238,
  "lumo_energy_ev": -0.774,
  "max_force_ha_per_bohr": 0.0323,
  "homo_lumo_gap_ev": 7.8
}

=====

Record 3
{
  "formula": "C23H32N5O2SSeTi",
  "method": "ωB97M-V/def2-TZVPD",
  "symbols": ["Ti", "C", "C", "N", "C", "C", "N", "C", "C", "N", "H", "H", "H", "H", "H", "H", "H", "H", "H", "H", "H", "H", "H", "H", "H", "Se", "C", "C", "C", "N", "C", "C", "H", "H", "H", "H", "C", "S", "O", "C", "C", "C", "C", "C", "C", "H", "H", "H", "H", "H", "H", "H", "H", "O", "N", "C", "C", "C", "C", "C", "H", "H", "H", "H", "H"],
  "xyz": [[0.83384, 0.80483, -0.29356], [3.11947, -1.25532, -1.33900], [1.75356, -1.93443, -1.69531], [0.58561, -1.44247, -0.91947], [0.21226, -2.23597, 0.26136], [1.31864, -2.14673, 1.28199], [1.72999, -0.75204, 1.40523], [3.18615, -0.52608, 1.59446], [3.78384, 0.33231, 0.44981], [3.00911, 0.11664, -0.76676], [3.70856, -1.21141, -2.25832], [3.68813, -1.87563, -0.64552], [1.86244, -3.01824, -1.56541], [1.53308, -1.75181, -2.74729], [-0.21358, -1.42608, -1.54390], [0.00619, -3.28260, 0.00414], [-0.70719, -1.80431, 0.66990], [2.17092, -2.74014, 0.94350], [0.99073, -2.57331, 2.23685], [1.21846, -0.30459, 2.16948], [3.69305, -1.49439, 1.62381], [3.38277, -0.04984, 2.55749], [4.84168, 0.07866, 0.30557], [3.69826, 1.39113, 0.67661], [3.34823, 0.77001, -1.46648], [1.16158, 1.27630, -2.99666], [-0.27105, 0.45192, -3.92450], [-1.38588, -0.13453, -3.32229], [-2.35038, -0.74451, -4.11236], [-2.29483, -0.81686, -5.43793], [-1.23920, -0.23451, -6.01129], [-0.22510, 0.40133, -5.31910], [-1.54695, -0.06538, -2.25100], [-3.21873, -1.19788, -3.64407], [-1.20199, -0.28010, -7.09463], [0.60080, 0.85023, -5.85459], [-0.22421, 1.84884, 3.91756], [0.48612, 0.21861, 4.19492], [1.40461, 1.88601, 0.78508], [-0.83543, -0.90118, 3.79798], [-1.83636, -0.63133, 2.86587], [-2.75915, -1.61720, 2.54166], [-2.68559, -2.87557, 3.12150], [-1.67894, -3.14860, 4.04085], [-0.76196, -2.16814, 4.38218], [-0.75909, 2.19183, 4.80004], [-0.88592, 1.83462, 3.06302], [0.60662, 2.51327, 3.68675], [-1.89554, 0.32286, 2.36093], [-3.53251, -1.39518, 1.81714], [-3.40777, -3.63801, 2.86102], [-1.61372, -4.12479, 4.50404], [0.01106, -2.37622, 5.11220], [-1.10016, 0.87678, -0.11462], [-1.06185, 2.22225, -0.51899], [-1.16787, 3.16932, 0.48605], [-1.63021, 4.41778, 0.21570], [-2.12518, 4.75412, -1.05034], [-2.21566, 3.71459, -1.98984], [-1.74806, 2.47234, -1.70233], [-0.74806, 2.87112, 1.42400], [-1.61862, 5.14663, 1.01544], [-2.48426, 5.74702, -1.26985], [-2.68025, 3.87210, -2.95299], [-1.83447, 1.62197, -2.36574]],
  "lowdin_spin": [0.09, 0.00, 0.00, 0.00, 0.00, 0.00, 0.00, 0.00, 0.00, 0.00, 0.00, 0.00, 0.00, 0.00, 0.00, 0.00, 0.00, 0.00, 0.00, 0.00, 0.00, 0.00, 0.00, 0.00, 0.00, 0.00, 0.00, 0.00, 0.00, 0.00, 0.00, 0.00, 0.00, 0.00, 0.00, 0.00, 0.00, 0.00, 0.00, 0.00, 0.00, 0.00, 0.00, 0.00, 0.00, 0.00, 0.00, 0.00, 0.00, 0.00, 0.00, 0.00, 0.00, 0.04, 0.16, 0.19, 0.02, 0.27, 0.02, 0.18, 0.01, 0.00, 0.02, 0.00, 0.01],
  "de_lowest_kcal_mol": 12.3,
  "total_energy_ha": -4968.9788,
  "multiplicity": 2,
  "lumo_energy_ev": [0.385, 0.364],
  "s2": 0.78,
  "max_force_ha_per_bohr": 0.0157,
  "homo_lumo_gap_ev": [5.9, 7.8]
}

=====

Record 4
{
  "formula": "C2H3ClN2O",
  "method": "ωB97M-V/def2-TZVPD",
  "symbols": ["C", "C", "N", "N", "O", "Cl", "H", "H", "H"],
  "xyz": [[-1.09236, -0.37589, 0.01891], [0.76134, 0.48238, -0.01289], [-0.29471, 0.02075, -1.06496], [-0.24243, 0.20855, 0.94977], [-2.14121, -0.92564, 0.10208], [2.19556, -0.56352, 0.04277], [1.08627, 1.51407, -0.13857], [-0.06217, -0.56500, -1.84717], [-0.21029, 0.20430, 1.95007]],
  "nbo_charge": [0.79, 0.12, -0.65, -0.67, -0.57, -0.06, 0.21, 0.40, 0.42],
  "de_lowest_kcal_mol": 0.5,
  "total_energy_ha": -722.9528,
  "lumo_energy_ev": 0.822,
  "max_force_ha_per_bohr": 0.0456,
  "homo_lumo_gap_ev": 11.3
}

=====

Record 5
{
  "formula": "C4H7N3",
  "method": "ωB97M-V/def2-TZVPD",
  "symbols": ["H", "N", "C", "N", "C", "C", "C", "N", "H", "H", "H", "H", "H", "H"],
  "xyz": [[-1.35027, -2.94775, 0.53765], [-1.07360, -2.06147, 0.04935], [0.09685, -1.60427, 0.33053], [0.50991, -0.39041, -0.10073], [1.12448, 0.64713, 0.66118], [0.61635, 1.86037, 0.38900], [-0.61071, 1.48283, -0.41499], [-0.27473, 0.25342, -1.03214], [0.87150, -2.14679, 0.90403], [1.70461, 0.32391, 1.54193], [0.78606, 2.83244, 0.96389], [-1.45098, 1.29604, 0.30306], [-1.04643, 2.15245, -1.15301], [-1.00734, -0.43748, -1.30724]],
  "nbo_charge": [0.36, -0.77, 0.27, -0.28, 0.00, -0.27, -0.25, -0.46, 0.16, 0.22, 0.24, 0.16, 0.21, 0.41],
  "de_lowest_kcal_mol": 63.1,
  "total_energy_ha": -320.7828,
  "lumo_energy_ev": 1.021,
  "max_force_ha_per_bohr": 0.0548,
  "smiles": "[H]/N=C/N1C=CCN1",
  "homo_lumo_gap_ev": 8.5
}

=====

Record 6
{
  "formula": "C27H72NO19",
  "method": "ωB97M-V/def2-TZVPD",
  "symbols": ["C", "C", "C", "C", "C", "C", "N", "O", "C", "C", "C", "H", "H", "H", "H", "H", "H", "H", "H", "H", "H", "H", "H", "H", "H", "H", "H", "H", "H", "C", "C", "O", "O", "H", "H", "H", "H", "H", "H", "C", "C", "O", "O", "H", "H", "H", "H", "H", "H", "C", "C", "O", "O", "H", "H", "H", "H", "H", "H", "C", "C", "O", "O", "H", "H", "H", "H", "H", "H", "C", "C", "O", "O", "H", "H", "H", "H", "H", "H", "C", "C", "O", "O", "H", "H", "H", "H", "H", "H", "C", "C", "O", "O", "H", "H", "H", "H", "H", "H", "C", "C", "O", "O", "H", "H", "H", "H", "H", "H", "C", "C", "O", "O", "H", "H", "H", "H", "H", "H"],
  "xyz": [[-0.10351, 2.18778, -1.18134], [0.08379, 1.00696, -0.04800], [0.50431, 1.59405, 1.19425], [-0.04470, 0.66397, 2.44126], [-1.46375, 0.20915, 2.28519], [-1.70282, -0.49773, 0.88507], [-1.08631, 0.30572, -0.12783], [-1.42082, -0.09983, -1.31186], [-3.22354, -0.49493, 0.68617], [-1.22974, -1.89909, 0.89896], [1.26344, 0.14522, -0.55941], [-1.02338, 2.89553, -0.74598], [-0.32405, 1.81224, -2.12455], [0.57109, 3.06461, -1.04460], [-0.14476, 2.34817, 1.45218], [1.62070, 1.95503, 1.06917], [0.17406, 1.18920, 3.16447], [0.78306, -0.19101, 2.56994], [-2.10364, 1.17687, 2.27185], [-1.77768, -0.49035, 3.19433], [-3.68208, -1.06321, 1.44916], [-3.39102, -1.26444, -0.24040], [-3.72904, 0.43448, 0.49300], [-0.18271, -1.75549, 0.97390], [-1.47160, -2.61587, 0.00812], [-1.72947, -2.48775, 1.63879], [2.19403, 0.67269, -0.37605], [1.21268, -0.19014, -1.36285], [1.38554, -0.72140, 0.14375], [5.99933, -0.78234, -3.75444], [4.51476, -1.27896, -3.92896], [3.61686, -1.14583, -2.76738], [6.59084, -0.66696, -5.12707], [6.52918, -1.39025, -3.01292], [6.05655, 0.33891, -3.39856], [4.59928, -2.26586, -4.45910], [4.13141, -0.57874, -4.67833], [2.90170, -1.24196, -3.24081], [7.32627, -0.13218, -5.16763], [0.22571, 5.72296, -2.06568], [0.23845, 6.31832, -0.69643], [0.45660, 5.36934, 0.33863], [0.18467, 6.81634, -2.88919], [-0.76305, 5.16156, -2.15195], [0.95220, 4.93381, -2.17216], [-0.72813, 6.47549, -0.37413], [0.92792, 7.34273, -0.74610], [1.21862, 5.50030, 0.64768], [-0.69285, 6.93527, -3.06401], [6.52765, -0.13986, 1.69170], [5.90356, -1.10845, 0.65461], [4.64308, -0.70755, 0.34149], [7.73225, -0.58538, 2.27665], [5.77659, -0.16699, 2.39999], [6.88427, 0.81477, 1.32543], [5.94539, -2.14644, 1.05398], [6.48553, -1.00607, -0.20030], [4.41419, -0.86776, -0.54747], [7.63149, -1.33650, 2.81031], [0.10878, -0.92624, -4.51522], [0.51249, -1.28446, -5.97090], [-0.00862, -0.22499, -6.76054], [0.80379, -1.88051, -3.64796], [-0.83136, -0.93329, -4.11832], [0.45005, -0.04485, -4.23710], [0.06545, -2.04169, -6.28432], [1.50175, -1.30804, -5.98447], [-0.98592, -0.32181, -6.73025], [0.10932, -2.67528, -3.57529], [0.02437, -5.64722, -0.81159], [0.05463, -6.14688, 0.71462], [-0.98442, -7.03302, 0.91010], [1.08587, -4.68186, -0.80076], [-0.94755, -5.20397, -1.03656], [0.35209, -6.42780, -1.59495], [0.02537, -5.36944, 1.40389], [1.06726, -6.45946, 0.84474], [-1.05536, -7.59269, 1.68965], [1.60141, -5.00327, -1.37143], [-5.29720, -0.12990, -3.29648], [-4.60821, 1.05848, -2.57765], [-5.42289, 1.64373, -1.66354], [-4.60624, -0.58302, -4.39382], [-6.21806, 0.18418, -3.76423], [-5.60617, -0.85044, -2.54238], [-4.42812, 1.62114, -3.56351], [-3.69388, 0.65138, -2.03384], [-6.17178, 1.96912, -2.06590], [-5.10684, -1.31746, -4.80403], [-2.87910, -3.67004, 5.40546], [-3.77674, -4.54416, 4.52484], [-3.91375, -5.70160, 5.25969], [-2.93370, -2.35643, 4.77550], [-1.76945, -4.10314, 5.77719], [-3.33233, -3.73920, 6.47443], [-3.06270, -4.65614, 3.58218], [-4.84056, -4.03293, 4.24700], [-3.96292, -6.38561, 4.69872], [-2.37302, -1.76718, 5.32097], [2.87340, 0.47404, 5.51901], [2.31803, 1.18461, 6.67744], [3.30560, 2.10158, 7.13046], [2.01632, -0.54804, 5.24139], [3.84077, 0.24612, 5.82490], [2.86644, 1.00355, 4.69529], [2.22073, 0.58578, 7.48800], [1.34987, 1.60922, 6.43084], [3.77480, 1.61340, 7.79865], [2.63225, -0.96775, 4.77154], [-5.04496, 5.16008, -0.75366], [-3.52637, 4.64371, -0.48089], [-3.45934, 3.23540, 0.04142], [-5.06992, 6.29289, -1.43711], [-5.31317, 5.44226, 0.44962], [-5.78102, 4.28083, -1.19148], [-2.84446, 5.07105, 0.33489], [-2.74383, 4.75350, -1.38455], [-3.81718, 2.59128, -0.56077], [-4.73213, 7.07032, -0.87347]],
  "mulliken_charge": [-1.81, 2.04, -0.93, -1.84, -0.35, 1.26, 1.47, -0.19, -1.89, -1.90, -2.80, 0.12, 0.45, 0.46, 0.46, 0.36, 1.56, 0.10, 0.33, -0.17, 0.62, 0.29, 0.39, 0.49, 0.23, 0.45, 0.55, 1.00, 0.36, -0.43, -0.33, -0.24, -0.53, 0.26, 0.25, 0.31, 0.27, 0.04, 0.29, 0.02, -0.37, -0.32, -0.54, -0.07, 0.30, 0.22, 0.30, 0.20, 0.33, -0.33, -0.22, -0.32, -0.54, 0.23, 0.27, 0.26, 0.16, 0.23, 0.28, -0.85, -0.89, -0.58, -0.54, 0.84, 0.42, 0.52, 0.44, 0.33, 0.26, -0.43, -0.44, -0.53, -0.35, 0.20, 0.44, 0.31, 0.32, 0.30, 0.20, -0.83, 0.28, -0.49, -0.52, 0.47, 0.39, 0.23, -0.16, 0.31, 0.32, -0.44, 0.02, -0.46, -0.45, 0.26, 0.30, 0.02, 0.19, 0.30, 0.26, -0.29, -0.72, -0.54, -0.47, 0.40, 0.38, 0.37, 0.29, 0.32, 0.27, -0.16, -0.10, -0.42, -0.52, 0.21, 0.07, 0.33, -0.05, 0.16, 0.36],
  "de_lowest_kcal_mol": 76.5,
  "total_energy_ha": -2555.1347,
  "lumo_energy_ev": -6.156,
  "total_charge": 1,
  "max_force_ha_per_bohr": 0.2763,
  "homo_lumo_gap_ev": 5.6
}